P:
9
Properties=species:S:1:pos:R:3 method="wB97M-V/def2-TZVPD" e_homo_ha="-0.279 / -0.265"
C 0.420 -0.005 1.959
C 0.602 0.106 0.511
C -0.445 -0.738 -0.086
S -0.150 -0.857 3.137
S -2.046 -0.148 -0.377
H 0.566 1.151 0.194
H 1.602 -0.288 0.302
H -0.455 -1.783 0.176
H -1.692 1.004 -0.959

=====

Q:
9
Properties=species:S:1:pos:R:3 method="wB97M-V/def2-TZVPD" smiles="SC1=C=C1.S" e_homo_ha=-0.333
S 0.240 -0.541 0.561
C 1.518 0.431 0.075
C 2.623 1.225 0.386
C 2.430 0.705 -0.885
H -0.126 -0.075 1.859
H 2.684 0.390 -1.884
S -3.483 -0.394 -0.496
H -2.278 -1.072 -0.548
H -3.609 -0.668 0.933

=====

R:
9
Properties=species:S:1:pos:R:3 method="wB97M-V/def2-TZVPD" e_homo_ha=-0.287
C -1.863 0.055 0.931
C -1.737 0.604 -0.125
C 1.305 0.152 -1.065
S 2.413 0.589 0.339
S 1.336 -1.132 0.175
H -2.049 -0.410 1.857
H 0.172 -0.756 0.807
H -1.523 1.098 -1.026
H 1.946 -0.201 -1.892

=====

S:
9
Properties=species:S:1:pos:R:3 method="wB97M-V/def2-TZVPD" e_homo_ha="-0.307 / -0.305"
C 0.905 -1.334 0.523
C -0.612 0.624 0.034
C 0.633 0.032 0.331
S 2.415 -1.910 0.921
S -1.879 0.199 1.321
H 0.259 -2.217 0.538
H -0.572 1.662 -0.243
H -1.057 0.174 -0.843
H 1.454 0.664 0.309

=====

Most stable to least stable: P, S, Q, R

=====

P:
15
Properties=species:S:1:pos:R:3 method="wB97M-V/def2-TZVPD" smiles="C=[S@](=O)([O-])N(C)C" e_homo_ha=-0.130 charge=-1
C -0.423 -1.730 -0.270
S 1.042 -0.830 -0.372
O 1.694 -0.620 -1.661
O 1.923 -1.066 0.782
N 0.305 0.773 0.141
C -0.297 0.627 1.481
C -0.390 1.369 -0.931
H -0.336 -2.453 -1.078
H -0.177 -2.340 0.558
H 0.484 0.621 2.274
H -0.995 1.406 1.760
H -0.919 -0.279 1.304
H -0.059 0.923 -1.859
H -1.535 1.148 -0.948
H -0.318 2.452 -1.183

=====

Q:
15
Properties=species:S:1:pos:R:3 method="wB97M-V/def2-TZVPD" e_homo_ha=-0.111 charge=-1
C -0.738 -1.212 -0.451
C -1.187 0.246 -0.267
S 0.046 1.384 0.435
C -0.672 -2.076 0.764
N -0.289 -1.445 1.910
O -0.952 -3.270 0.760
H 0.281 -1.178 -0.870
H -1.269 -1.708 -1.266
H -2.049 0.246 0.394
H -1.601 0.561 -1.229
H 0.114 -2.028 2.624
H -0.151 -0.433 1.831
H 2.615 2.974 -2.204
H 3.508 4.132 -2.580
O 2.746 3.636 -2.898

=====

Most stable to least stable: Q, P

=====

P:
17
Properties=species:S:1:pos:R:3 method="wB97M-V/def2-TZVPD" smiles="C[N+](C)=C1NCSS1" e_homo_ha=-0.478 charge=+1
C -1.960 0.431 0.005
N -0.858 -0.527 0.184
C -1.199 -1.927 0.214
C 0.542 -0.243 -0.026
N 0.862 1.081 0.101
C 2.230 1.444 -0.266
S 3.320 0.112 0.259
S 1.904 -1.298 -0.115
H -2.573 0.182 -0.874
H -2.561 0.282 0.951
H -1.414 1.454 -0.072
H -0.146 -2.396 0.384
H -1.948 -2.045 0.881
H -1.474 -2.383 -0.718
H 0.160 1.810 0.228
H 2.554 1.632 -1.355
H 2.562 2.392 0.219

=====

Q:
17
Properties=species:S:1:pos:R:3 method="wB97M-V/def2-TZVPD" smiles="[H]/N=C/C[N@@H+](C)C(=S)S" e_homo_ha=-0.503 charge=+1
H 1.403 -1.725 1.977
N 1.031 -1.314 1.125
C 1.486 -0.140 1.028
C 1.023 0.834 -0.062
N -0.232 0.420 -0.789
C -0.188 -0.966 -1.423
C -1.607 0.581 -0.047
S -2.382 1.991 -0.266
S -1.873 -0.558 1.207
H 2.026 0.486 1.760
H 1.937 0.857 -0.811
H 1.085 1.786 0.498
H -0.237 1.330 -1.275
H 0.764 -1.131 -1.996
H -0.485 -1.598 -0.630
H -0.937 -0.987 -2.134
H -2.813 0.133 1.837

=====

Most stable to least stable: P, Q

=====

P:
75
Properties=species:S:1:pos:R:3 method="wB97M-V/def2-TZVPD" spin_multiplicity=2 e_homo_ha="0.020 / 0.019" charge=-2
O 0.856 0.574 -0.655
V 1.837 0.143 0.594
C 3.361 -2.098 -0.102
O 3.294 -3.242 0.509
O 2.262 -1.692 -0.646
O 3.663 -1.193 0.805
C 0.500 -1.537 2.521
O 0.196 -1.389 1.254
O 0.806 -2.766 2.816
O 1.592 -0.817 2.625
C -5.485 0.971 0.404
O -4.111 0.947 0.646
C -3.698 1.706 1.752
C -2.163 1.728 1.847
N -1.550 2.093 0.576
C -1.825 3.488 0.219
C -1.371 3.731 -1.207
O 0.032 3.592 -1.232
C 0.603 3.325 -2.488
H -6.120 0.452 1.130
H -5.606 0.517 -0.580
H -5.906 1.984 0.330
H -4.057 1.269 2.697
H -4.155 2.704 1.803
H -1.804 0.725 2.101
H -1.781 2.353 2.658
H -1.949 1.535 -0.170
H -1.382 4.154 0.959
H -2.904 3.690 0.085
H -1.656 4.788 -1.373
H -1.886 3.238 -2.036
H 0.601 2.260 -2.732
H 1.628 3.696 -2.488
H 0.060 3.843 -3.291
C 2.806 -5.334 -2.116
O 1.738 -4.500 -1.853
C 1.084 -4.041 -2.989
C 0.053 -2.997 -2.597
N -0.626 -3.403 -1.344
C -1.710 -2.451 -1.085
C -2.484 -2.804 0.199
O -1.803 -3.756 0.975
C -2.673 -4.499 1.783
H 3.653 -4.763 -2.521
H 2.546 -6.093 -2.881
H 3.125 -5.923 -1.259
H 0.545 -4.897 -3.450
H 1.757 -3.734 -3.803
H -0.687 -2.758 -3.381
H 0.565 -2.055 -2.390
H -1.009 -4.318 -1.573
H -2.331 -2.223 -1.974
H -1.274 -1.458 -0.938
H -3.467 -3.232 -0.068
H -2.684 -1.900 0.787
H -3.128 -3.807 2.511
H -2.091 -5.231 2.337
H -3.525 -4.925 1.234
C 2.119 4.263 2.256
C 2.151 3.129 1.262
C 3.566 2.631 1.002
O 3.527 1.485 0.176
C 4.654 1.330 -0.648
N 1.213 2.028 1.627
H 2.732 5.093 1.889
H 2.493 4.006 3.249
H 1.106 4.656 2.368
H 1.814 3.416 0.263
H 4.112 2.402 1.924
H 4.038 3.462 0.464
H 4.552 0.488 -1.325
H 5.549 1.193 -0.034
H 4.811 2.259 -1.213
H 0.328 2.323 1.203
H 0.975 2.168 2.607

=====

Q:
75
Properties=species:S:1:pos:R:3 method="wB97M-V/def2-TZVPD" spin_multiplicity=2 e_homo_ha="0.055 / 0.056" charge=-2
O -0.152 -2.143 1.153
V 1.077 -2.803 1.908
C 2.148 -5.162 0.810
O 2.165 -6.203 1.443
O 1.019 -4.729 0.589
O 2.695 -4.358 1.555
C 0.328 -4.528 3.917
O -0.408 -4.285 2.938
O 0.791 -5.667 3.831
O 1.337 -3.822 3.863
C -2.121 0.535 4.068
O -1.502 0.193 2.849
C -2.320 0.459 1.700
C -2.702 1.970 1.466
N -1.562 2.738 1.078
C -1.906 4.097 0.771
C -0.648 4.939 0.323
O -0.180 4.191 -0.771
C 0.723 4.908 -1.576
H -3.129 0.121 4.040
H -2.208 1.619 4.146
H -1.553 0.167 4.922
H -3.252 -0.083 1.864
H -1.855 -0.016 0.836
H -3.245 2.427 2.293
H -3.434 1.973 0.657
H -1.127 2.378 0.241
H -2.483 4.572 1.564
H -2.663 4.029 -0.011
H 0.091 4.919 1.124
H -0.957 5.962 0.108
H 0.938 4.358 -2.491
H 1.656 5.258 -1.135
H 0.228 5.851 -1.809
C -0.541 1.474 -5.445
O 0.124 1.058 -4.208
C -0.574 1.418 -3.046
C 0.098 0.802 -1.811
N 0.342 -0.656 -1.897
C -0.893 -1.488 -2.064
C -0.566 -2.973 -2.304
O -0.231 -3.248 -3.693
C -1.378 -3.704 -4.441
H -0.722 2.548 -5.478
H -1.492 0.954 -5.557
H 0.027 1.151 -6.318
H -1.565 0.964 -3.094
H -0.535 2.502 -2.941
H -0.508 1.004 -0.928
H 1.005 1.382 -1.638
H 0.881 -0.897 -2.716
H -1.440 -1.142 -2.941
H -1.530 -1.497 -1.180
H -1.401 -3.540 -1.894
H 0.303 -3.213 -1.691
H -0.986 -3.891 -5.441
H -2.170 -2.956 -4.430
H -1.651 -4.653 -3.979
C 2.067 1.413 3.110
C 1.633 0.130 2.329
C 2.718 -0.420 1.453
O 2.357 -1.637 0.769
C 3.296 -1.812 -0.324
N 1.051 -0.896 3.227
H 2.650 1.058 3.960
H 1.256 1.962 3.589
H 2.760 2.056 2.567
H 0.786 0.358 1.683
H 3.587 -0.624 2.078
H 3.016 0.346 0.738
H 4.310 -2.024 0.015
H 3.390 -0.998 -1.042
H 3.047 -2.661 -0.960
H 0.187 -0.494 3.561
H 1.506 -1.022 4.119

=====

Most stable to least stable: P, Q

=====

P:
14
Properties=species:S:1:pos:R:3 method="wB97M-V/def2-TZVPD" smiles=CNCO.O e_homo_ha=-0.335
C 2.016 -0.448 -1.771
N 0.654 -0.871 -2.322
C -0.512 -0.143 -1.601
O -0.405 1.251 -1.370
H 2.231 -1.258 -1.140
H 2.621 -0.444 -2.559
H 1.808 0.570 -1.285
H 0.591 -1.788 -1.977
H -0.557 -0.461 -0.533
H -1.459 -0.735 -1.819
H -0.143 1.597 -2.258
O -1.438 0.182 5.946
H -2.323 0.103 6.359
H -1.627 0.594 5.093

=====

Q:
14
Properties=species:S:1:pos:R:3 method="wB97M-V/def2-TZVPD" smiles=NCCO.O e_homo_ha=-0.334
N 1.135 -1.176 -0.198
C 1.761 -0.048 0.506
C 0.795 0.868 1.107
O 0.811 2.172 0.662
H 1.689 -1.536 -0.968
H 0.703 -1.791 0.565
H 2.521 -0.256 1.223
H 2.366 0.454 -0.308
H -0.170 0.398 1.000
H 0.877 0.869 2.169
H -0.115 2.441 0.298
O -4.249 -0.755 -1.647
H -3.750 -1.535 -2.035
H -4.376 -0.106 -2.376

=====

R:
14
Properties=species:S:1:pos:R:3 method="wB97M-V/def2-TZVPD" smiles=NCO.CO e_homo_ha=-0.355
N -2.664 -0.673 -0.009
C -1.872 -1.452 0.851
O -1.140 -0.506 1.778
H -3.236 0.018 0.411
H -2.257 -0.395 -0.871
H -1.234 -1.856 0.157
H -2.468 -2.110 1.524
H -0.557 -1.003 2.378
C 2.437 1.005 -1.126
O 2.779 2.314 -1.441
H 3.436 0.435 -1.126
H 1.582 0.428 -1.696
H 2.017 0.914 -0.095
H 3.178 2.881 -0.734

=====

Most stable to least stable: Q, R, P

=====

P:
21
Properties=species:S:1:pos:R:3 method="wB97M-V/def2-TZVPD" e_homo_ha=-0.089 charge=-1
C -1.414 -1.681 1.101
O -2.209 -2.616 0.626
C -0.294 -1.232 0.006
C 0.661 -0.145 0.582
C 0.183 1.268 0.305
C 1.019 2.302 0.452
C -1.217 1.626 -0.140
H -0.827 -2.070 2.002
H -1.948 -0.739 1.430
H -0.843 -0.854 -0.845
H 0.192 -2.175 -0.195
H 1.634 -0.362 0.135
H 0.713 -0.326 1.670
H 0.770 3.352 0.504
H 2.053 2.077 0.711
H -1.255 2.691 -0.334
H -2.000 1.233 0.501
H -1.391 1.236 -1.155
H 1.419 -0.736 -2.413
H 2.421 -1.871 -2.275
O 2.331 -0.976 -2.668

=====

Q:
21
Properties=species:S:1:pos:R:3 method="wB97M-V/def2-TZVPD" e_homo_ha=-0.142 charge=-1
C 0.672 -0.137 -2.091
C 1.573 0.255 -0.880
C 0.016 1.100 -2.683
H 1.363 -0.602 -2.800
H -0.109 -0.831 -1.802
H 1.328 1.298 -0.629
H -0.637 1.545 -1.932
H 0.760 1.868 -2.900
H 2.640 0.187 -1.083
H 1.389 -0.265 0.053
H -0.609 0.867 -3.552
C -0.762 -1.081 2.379
C -1.369 -0.651 1.007
C -0.192 0.186 3.069
O -0.943 0.769 3.891
O 0.965 0.498 2.715
H -1.574 -1.496 2.970
H 0.072 -1.749 2.186
H -1.739 0.371 1.020
H -2.216 -1.328 0.830
H -0.628 -0.803 0.234

=====

Most stable to least stable: Q, P

=====

P:
17
Properties=species:S:1:pos:R:3 method="wB97M-V/def2-TZVPD" smiles=CSSCCCO e_homo_ha=-0.300
C -2.425 -0.854 0.762
S -1.814 0.483 -0.323
S -0.049 1.163 0.525
C 0.739 -0.416 1.041
C 0.959 -1.414 -0.081
C 1.626 -0.799 -1.293
O 2.798 -0.072 -0.860
H -1.687 -1.609 0.999
H -2.687 -0.339 1.694
H -3.351 -1.220 0.333
H 1.646 -0.176 1.589
H 0.054 -0.780 1.808
H -0.019 -1.815 -0.375
H 1.388 -2.313 0.374
H 1.871 -1.518 -2.069
H 0.909 -0.063 -1.672
H 2.786 0.745 -1.366

=====

Q:
17
Properties=species:S:1:pos:R:3 method="wB97M-V/def2-TZVPD" smiles=C1CSCCS1.O e_homo_ha=-0.310
C 1.361 -0.853 -0.408
C 0.032 -1.235 0.259
S -1.451 -1.091 -0.850
C -1.296 0.596 -1.443
C 0.025 0.881 -2.146
S 1.318 0.951 -0.895
H 1.427 -1.530 -1.281
H 2.267 -1.011 0.209
H -0.207 -0.597 1.132
H 0.168 -2.270 0.626
H -2.072 0.725 -2.222
H -1.503 1.326 -0.637
H 0.248 0.119 -2.918
H -0.010 1.867 -2.648
O 0.028 0.856 4.058
H -0.264 -0.064 4.249
H -0.069 1.330 4.915

=====

R:
17
Properties=species:S:1:pos:R:3 method="wB97M-V/def2-TZVPD" e_homo_ha=-0.307
C -1.399 1.532 -0.621
C -1.141 0.150 -0.061
C -0.395 0.027 1.248
C 0.274 -0.354 -0.042
H 3.725 0.560 -0.318
H 2.988 -1.012 0.563
H -2.317 1.957 -0.202
H -1.503 1.496 -1.708
H -0.573 2.209 -0.370
H -1.649 -2.023 -0.800
H -0.076 0.935 1.755
H -0.698 -0.786 1.903
H 1.020 0.328 -0.450
H 1.052 -2.068 0.348
O 0.502 -1.696 -0.348
S 2.650 -0.229 -0.474
S -2.461 -1.024 -0.422

=====

S:
17
Properties=species:S:1:pos:R:3 method="wB97M-V/def2-TZVPD" smiles=CSSCCCO e_homo_ha=-0.296
C -1.041 -3.343 1.139
S 0.445 -2.829 0.136
S -0.431 -1.145 -0.708
C 0.957 0.081 -0.317
C 0.766 1.384 -1.041
C -0.260 2.471 -0.574
O -0.728 2.143 0.788
H -0.796 -4.073 1.923
H -1.491 -2.466 1.637
H -1.825 -3.701 0.468
H 0.767 0.180 0.760
H 1.971 -0.299 -0.490
H 0.712 1.359 -2.154
H 1.772 1.843 -1.010
H 0.351 3.370 -0.547
H -1.135 2.356 -1.232
H -0.033 2.667 1.221

=====

Most stable to least stable: Q, P, S, R

=====

P:
25
Properties=species:S:1:pos:R:3 method="wB97M-V/def2-TZVPD" e_homo_ha=-0.196 charge=-1
Br -4.237 1.425 -12.514
C -5.957 2.796 -16.159
O -6.596 1.926 -15.617
N -6.072 3.054 -17.385
N -5.005 3.480 -15.554
H -6.637 2.510 -18.021
H -5.257 3.489 -17.793
H -4.405 4.036 -16.147
H -4.792 3.257 -14.592
C -0.936 1.556 -14.896
O 0.065 1.971 -15.506
N -2.129 1.845 -15.100
N -0.902 0.659 -13.918
H -2.237 2.450 -15.901
H -2.847 1.713 -14.401
H -1.801 0.377 -13.554
H -0.103 0.431 -13.344
C -3.455 -0.796 -8.808
O -3.505 -1.286 -7.720
N -2.516 -1.100 -9.610
N -4.436 -0.029 -9.348
H -1.703 -1.458 -9.130
H -2.535 -0.586 -10.480
H -4.258 0.278 -10.293
H -5.277 0.305 -8.898

=====

Q:
25
Properties=species:S:1:pos:R:3 method="wB97M-V/def2-TZVPD" e_homo_ha=-0.223 charge=-1
Br 0.659 0.521 0.879
C -1.287 2.407 -2.169
O -1.966 3.010 -3.000
N -1.685 1.257 -1.576
N -0.069 2.861 -1.761
H -1.094 0.770 -0.913
H -2.627 0.935 -1.680
H 0.317 3.638 -2.262
H 0.476 2.354 -1.081
C 1.705 -1.788 -2.548
O 1.575 -2.614 -3.441
N 1.531 -2.085 -1.227
N 2.002 -0.466 -2.778
H 1.710 -1.462 -0.453
H 1.126 -2.987 -1.058
H 2.182 -0.174 -3.718
H 2.085 0.166 -2.001
C -0.999 -0.981 4.336
O -1.321 -1.418 5.438
N -1.562 -1.378 3.162
N -0.026 -0.043 4.178
H -2.254 -2.100 3.164
H -1.167 -1.046 2.293
H 0.514 0.277 4.957
H 0.175 0.346 3.261

=====

Most stable to least stable: Q, P

=====

P:
19
Properties=species:S:1:pos:R:3 method="wB97M-V/def2-TZVPD" smiles="COC(C)(OC)S(=O)(=O)[O-]" e_homo_ha=-0.187 charge=-1
C 1.571 1.358 -0.474
O 1.396 -0.028 -0.201
C 0.200 -0.376 0.391
C 0.232 -0.819 1.981
O -0.154 -1.545 -0.294
C -0.729 -1.344 -1.588
S -1.186 0.826 0.210
O -2.478 0.280 0.670
O -1.087 1.194 -1.215
O -0.661 1.911 1.046
H 1.072 1.835 0.369
H 0.769 1.648 -1.203
H 2.588 1.609 -0.690
H 0.890 -1.755 2.089
H -0.801 -0.828 2.342
H 0.784 0.044 2.410
H -0.026 -0.691 -2.070
H -1.789 -1.056 -1.613
H -0.590 -2.263 -2.160

=====

Q:
19
Properties=species:S:1:pos:R:3 method="wB97M-V/def2-TZVPD" e_homo_ha=-0.150 charge=-1
C -0.062 -1.773 0.351
C -2.112 0.677 -0.519
C 0.462 -0.744 -0.548
C -0.660 1.007 0.046
O 2.204 1.241 -0.616
O 1.844 0.036 1.583
O 3.183 -0.947 -0.155
O -0.066 2.014 -0.573
O -0.586 0.995 1.360
S 2.029 -0.080 0.091
H -0.355 -2.795 -0.132
H -0.919 -1.321 0.869
H 0.844 -1.965 0.993
H -1.977 0.084 -1.523
H -2.723 0.069 0.206
H -2.572 1.571 -0.815
H 0.030 -0.630 -1.590
H 1.022 1.773 -0.612
H 0.414 0.789 1.582

=====

Most stable to least stable: Q, P